Record 1
88
Properties=species:S:1:pos:R:3:forces:R:3:mulliken_spin:R:1 method="wB97M-V/def2-TZVPD" e_homo_ha="-0.122 / -0.174" e_tot_ev=-92284.147 spin_multiplicity=5 de_lowest_kcal_mol=26.0 charge=-1 orbital_gap_ev="5.967 / 7.354" s2=6.012
Ru 1.16712 0.19765 -0.66281 -0.1 0.4 -0.8 3.2698
C 1.86183 3.28794 -1.48004 -0.7 -0.3 0.0 0.0450
Si -0.04522 3.08759 -1.63358 -0.2 0.2 -0.1 0.0063
C -0.63512 2.56253 -3.37235 0.4 0.2 0.6 -0.0018
C -0.81673 4.81846 -1.31664 0.3 -0.6 -0.1 0.0072
N -0.60213 1.87524 -0.55644 0.8 0.1 -0.1 0.1563
P -0.39708 1.65539 1.02076 0.3 -0.1 0.7 -0.1522
C 0.42781 0.21660 1.51488 -1.4 -0.1 -1.5 0.3885
P -0.42717 -1.17934 0.96104 0.2 -0.2 1.1 -0.2154
N -0.77281 -1.32094 -0.60688 0.7 -0.2 0.1 0.1448
Si -0.63039 -2.67713 -1.64506 0.0 -0.2 -0.4 0.0016
C -0.90735 -4.41674 -0.87945 0.1 0.7 -0.1 0.0061
C -1.94332 -2.46995 -3.02270 0.6 -0.2 0.4 0.0030
C 1.11661 -2.77701 -2.43342 -0.5 0.1 0.3 0.0466
C 0.66412 -2.54284 1.48572 -0.2 0.0 -0.2 -0.0206
C 0.22188 -3.68959 2.12615 0.0 0.2 0.0 -0.0050
C 1.11661 -4.70807 2.39949 0.0 -0.2 0.2 0.0000
C 2.44777 -4.59153 2.03320 0.1 -0.1 0.1 0.0022
C 2.89257 -3.44617 1.39100 0.1 0.0 0.0 0.0270
C 2.00021 -2.42854 1.12349 0.1 0.3 -0.1 0.1085
C -1.93889 -1.55841 1.91417 0.1 0.2 -0.1 0.0157
C -1.97801 -1.22271 3.26108 0.1 0.0 0.0 0.0072
C -3.10066 -1.50947 4.01199 -0.1 0.0 0.2 0.0054
C -4.18624 -2.13847 3.42019 -0.1 0.0 0.0 0.0010
C -4.15367 -2.46171 2.07363 -0.2 -0.1 0.0 0.0020
C -3.03679 -2.15746 1.31730 0.2 0.0 0.0 0.0147
C -2.06206 1.83288 1.73756 0.1 -0.2 0.0 0.0081
C -2.37956 2.37339 2.97756 0.2 0.0 -0.1 0.0000
C -3.69465 2.37614 3.40918 -0.2 0.1 0.2 -0.0017
C -4.68977 1.80570 2.63018 0.0 0.0 0.0 0.0069
C -4.36584 1.20630 1.42124 -0.2 0.0 0.1 -0.0016
C -3.05908 1.22291 0.97910 0.0 0.2 -0.1 0.0033
C 0.60319 2.97201 1.76837 -0.1 0.0 -0.3 0.0289
C 0.10146 4.25172 1.95235 0.0 -0.1 0.0 0.0072
C 0.92534 5.25251 2.43227 0.0 0.2 0.1 0.0004
C 2.25876 4.98557 2.70097 0.0 0.1 0.0 0.0026
C 2.77173 3.71681 2.47968 0.1 0.1 0.1 0.0010
C 1.94442 2.71069 2.01936 0.1 -0.1 0.1 0.0305
H 2.35736 3.36053 -2.44296 0.1 0.0 -0.2 0.0004
H 2.25766 2.39702 -0.96868 0.1 0.3 -0.2 -0.0238
H 2.13925 4.15198 -0.88050 -0.1 0.2 0.1 0.0043
H -0.14586 3.15692 -4.13721 0.1 0.2 -0.2 -0.0003
H -1.70816 2.69258 -3.47629 -0.2 0.1 0.1 0.0009
H -0.39847 1.51933 -3.54853 0.1 -0.2 0.0 0.0007
H -0.80193 5.40409 -2.23069 0.0 0.1 -0.3 -0.0002
H -0.27441 5.37461 -0.55852 0.1 0.1 0.2 -0.0007
H -1.85096 4.73271 -0.99692 -0.2 -0.1 0.1 -0.0009
H -1.74650 -4.43548 -0.19267 -0.2 0.0 0.2 0.0003
H -0.03114 -4.75221 -0.33395 0.2 0.0 0.1 0.0000
H -1.10399 -5.13918 -1.66551 -0.1 -0.1 -0.3 0.0003
H -2.94641 -2.65860 -2.65379 -0.2 0.0 0.2 -0.0002
H -1.74641 -3.17739 -3.82323 0.0 -0.2 -0.2 0.0000
H -1.92232 -1.47109 -3.44313 0.1 0.3 0.0 -0.0005
H 1.83269 -2.21437 -1.82224 0.0 -0.1 -0.1 -0.0295
H 1.11353 -2.34728 -3.43091 0.0 0.1 -0.2 -0.0011
H 1.47708 -3.80138 -2.51213 0.0 -0.2 0.0 0.0024
H -0.81914 -3.77445 2.40832 0.0 -0.1 0.0 0.0012
H 0.76977 -5.60092 2.90071 0.0 -0.1 0.1 -0.0002
H 3.14315 -5.39007 2.25600 0.0 -0.1 0.0 0.0004
H 3.92943 -3.34102 1.10251 0.1 0.0 0.0 0.0002
H 2.32741 -1.49863 0.64122 0.1 -0.6 0.3 -0.0520
H -1.11582 -0.72962 3.69229 0.0 0.0 0.1 0.0028
H -3.13420 -1.24966 5.06197 0.0 0.0 0.0 -0.0001
H -5.06394 -2.37107 4.00767 -0.1 0.0 0.1 -0.0002
H -5.00084 -2.95576 1.61312 0.0 0.0 0.0 -0.0002
H -2.99165 -2.37516 0.25978 -0.1 0.0 -0.1 0.0033
H -1.60096 2.80420 3.59531 0.0 0.0 0.0 -0.0005
H -3.95007 2.83177 4.35970 0.0 0.0 0.0 -0.0004
H -5.71644 1.81775 2.97002 -0.1 0.0 0.0 0.0009
H -5.13690 0.73344 0.82787 0.0 0.0 0.0 -0.0003
H -2.76977 0.77782 0.03519 -0.1 0.0 -0.1 0.0056
H -0.93605 4.44424 1.71401 -0.1 0.1 0.0 -0.0008
H 0.53061 6.24477 2.60061 0.0 0.1 0.0 0.0000
H 2.90151 5.77256 3.06941 0.1 0.1 0.0 0.0003
H 3.81677 3.51184 2.66686 0.1 0.0 0.0 0.0000
H 2.31930 1.70462 1.84915 -0.1 0.1 0.1 -0.0085
O 1.64674 0.43390 -3.01573 -0.3 0.1 0.2 0.0233
N 2.70250 -0.14800 -3.49042 0.7 -0.4 -0.1 0.0170
C 2.71927 -0.53013 -4.78621 -0.1 0.0 -0.3 -0.0009
C 3.79345 -1.16685 -5.34943 0.3 -0.1 0.1 0.0056
C 4.91309 -1.44667 -4.56244 -0.3 0.2 0.2 0.0038
C 4.89369 -1.06613 -3.23774 0.1 -0.2 -0.7 -0.0025
C 3.79266 -0.41352 -2.68975 -0.5 0.4 0.5 0.0156
S 3.75745 0.05482 -1.04313 -0.2 0.0 0.2 0.0848
H 1.82771 -0.29344 -5.34820 -0.1 0.1 0.2 0.0003
H 3.75555 -1.46123 -6.38712 -0.1 0.0 -0.1 0.0004
H 5.76757 -1.96087 -4.97208 0.1 0.0 -0.1 0.0004
H 5.72822 -1.26326 -2.58413 0.0 0.0 0.1 -0.0009

Record 2
95
Properties=species:S:1:pos:R:3:forces:R:3:mulliken_charge:R:1 method="wB97M-V/def2-TZVPD" e_homo_ha=-0.011 e_tot_ev=-104569.294 charge=-2 orbital_gap_ev=1.493
C -0.03227 1.82504 5.08860 0.8 -1.1 0.3 -1.0663
C 0.19049 0.73227 3.93310 -3.6 -0.3 -0.9 0.6814
Cl 1.86388 0.13818 3.41780 -2.0 1.1 1.1 -0.1163
C -0.91677 0.15782 3.24754 3.9 -2.0 -1.1 -0.3326
Cl -2.69081 0.57504 3.55858 1.3 0.1 0.2 -0.2731
C -0.64107 -0.96718 2.12360 -0.2 3.7 -3.5 -1.0018
C -0.48663 -0.42628 0.65323 -0.3 -4.1 1.7 0.6498
C -0.55078 1.13492 0.33416 1.5 -0.5 0.9 -0.3548
O -1.20590 1.47868 -0.92388 2.2 2.1 0.0 0.0743
C -0.54733 2.70942 -1.33786 1.9 3.7 -1.6 0.5057
C 0.76555 2.71815 -2.20740 -1.2 2.9 0.9 -0.2689
C 1.50620 4.06043 -2.61721 -2.2 0.4 1.6 0.6221
C 2.86496 3.93988 -3.49666 -0.4 -0.4 1.0 -0.9184
C 0.98739 5.46306 -2.17431 -2.2 -4.2 1.2 -0.8715
C -0.35362 5.47869 -1.31145 2.2 -3.2 -1.3 -0.8478
C -1.08694 4.13474 -0.90653 1.7 0.6 -1.3 0.0180
C -2.42495 4.33139 -0.00997 0.8 0.4 -0.5 0.3965
C -2.03072 4.24633 1.55635 -0.2 0.3 -0.1 -1.0089
C -3.63847 3.36478 -0.45051 0.4 0.6 0.1 -1.1982
C -0.22287 -1.51445 -0.47918 -0.7 0.1 0.7 0.2826
C -0.04437 -1.14936 -2.03344 4.1 1.6 1.7 -0.1882
O 1.11080 -0.72685 -2.38836 -5.1 -1.6 0.1 -0.5992
O -1.07839 -1.25215 -3.02515 -0.2 -0.3 2.7 -0.3522
C -2.33986 -1.65738 -2.46271 -2.0 -0.5 -1.2 1.1137
C -3.38162 -1.92708 -3.68873 -0.5 0.6 1.0 -1.2826
F -2.97494 -0.66413 -1.62889 1.4 -1.5 -1.5 -0.2586
C -0.12173 -3.05071 -0.10102 -1.1 0.6 4.7 0.7172
C 0.14676 -4.11597 -1.26156 -0.3 0.8 0.0 -0.7561
C 1.59070 -4.00253 -1.96232 0.7 -0.5 -0.7 -0.6783
C 2.83228 -3.95643 -0.95212 -0.7 -1.0 2.7 0.3372
O 2.73250 -4.30174 0.25702 0.5 1.3 -4.5 -0.4941
N 4.14123 -3.53701 -1.50320 -1.5 1.7 0.5 -0.3305
C 4.61136 -2.25252 -0.94846 2.1 4.1 0.5 0.5687
C 5.23362 -1.20354 -1.96420 0.3 1.5 3.8 -0.4680
C 5.80248 0.17699 -1.43439 -1.3 -2.0 2.5 -0.4703
C 5.73821 0.56771 0.08040 -1.4 -3.7 -0.7 -0.4873
C 5.12737 -0.46128 1.07976 0.2 -0.9 -4.1 -0.2844
C 4.59832 -1.83212 0.55014 0.9 1.4 -1.2 -0.1392
C -0.30812 -3.46869 1.40382 0.7 1.2 -5.3 -0.0705
C -0.23339 -5.04750 1.69351 0.0 0.5 -0.8 -0.8719
C -1.60203 -5.79959 1.19359 0.6 0.7 0.9 -0.3720
O -1.22877 -6.98122 0.41651 -0.9 1.0 -0.7 -0.6121
N -0.53691 -2.42943 2.45932 -0.1 -0.7 0.4 0.8378
C -0.65182 -2.94444 3.86670 0.4 0.0 -0.8 -1.1816
C -2.03844 -3.72246 4.15198 -0.2 0.3 1.4 -0.3476
C -3.32559 -2.77817 3.84610 2.1 0.2 0.6 -0.6675
I -5.13074 -4.01139 3.90259 0.6 0.6 -0.2 -0.0914
H 0.47306 1.38915 6.04028 -0.6 1.0 -1.5 0.3056
H 0.43971 2.83468 4.81914 -0.7 -1.5 0.4 0.2795
H -1.15084 1.93148 5.37256 1.9 -0.2 -1.0 0.2898
H 0.55288 1.49063 0.23554 -1.7 -0.8 0.3 0.4521
H -1.01673 1.78343 1.15408 0.5 -1.3 -0.9 -0.3577
H 1.25162 1.75564 -2.58304 -1.0 1.3 0.8 0.2911
H 3.54869 3.15397 -2.98658 -1.0 1.3 -0.8 0.1736
H 3.43091 4.95189 -3.53671 -1.1 -1.7 0.0 0.3088
H 2.65508 3.54053 -4.54975 0.2 0.8 1.4 0.2490
H 1.56615 6.40821 -2.46304 -1.2 -1.5 0.5 0.2295
H -0.72845 6.50946 -0.97124 0.3 -1.9 -0.6 0.1970
H -2.79128 5.41765 -0.19958 0.8 -1.8 0.1 0.6074
H -0.94380 3.88227 1.71503 -1.9 0.4 -0.3 0.2584
H -2.80295 3.57332 2.06951 1.3 0.8 -0.4 0.1876
H -2.08818 5.29558 2.02208 0.0 -1.5 -0.6 0.3416
H -3.54359 3.19802 -1.59001 -0.4 0.1 1.9 0.2627
H -4.61629 3.94924 -0.21966 1.5 -1.2 -0.4 0.3978
H -3.60288 2.36511 0.12589 -0.1 1.6 -1.1 0.1599
H -2.31245 -2.62848 -1.85972 0.5 1.7 -0.5 -0.2529
H -4.32983 -2.37284 -3.18499 1.7 0.6 -0.9 0.3462
H -3.74476 -0.93073 -4.15978 1.0 -1.7 0.7 0.3328
H -2.97080 -2.65537 -4.46868 -0.5 1.1 1.2 0.3089
H -0.63446 -3.89421 -2.09605 1.4 -0.4 1.2 0.1979
H -0.01969 -5.20956 -0.96710 0.3 1.8 -0.1 0.1649
H 1.72519 -4.97225 -2.59447 -0.1 1.5 1.0 0.5147
H 1.67237 -3.14074 -2.73561 -0.2 -1.2 1.6 0.2212
H 4.06691 -3.43527 -2.53850 0.0 0.0 1.2 0.3583
H 5.33345 -1.38518 -3.08637 -0.3 0.1 1.8 0.1677
H 6.29419 0.95350 -2.13720 -1.1 -1.7 1.1 0.2837
H 6.14187 1.55181 0.52046 -0.7 -1.7 -1.1 0.2907
H 5.05081 -0.24830 2.20954 0.1 -0.4 -2.1 0.2897
H 4.18998 -2.56546 1.34402 0.6 1.3 -1.7 0.2456
H 0.06889 -5.32683 2.76006 -0.6 0.5 -1.4 0.3367
H 0.59836 -5.47619 1.00556 -1.4 0.9 1.3 0.2636
H -2.17530 -5.00690 0.57667 0.8 -1.5 1.0 0.1807
H -2.23041 -6.18537 2.08281 0.8 0.7 -1.4 0.2946
H -1.53214 -6.80375 -0.50100 0.4 -0.3 1.0 0.3565
H -0.56576 -2.12011 4.65654 -0.1 -0.8 -1.4 0.4081
H 0.28700 -3.61682 4.01251 -1.8 0.8 0.1 0.3045
H -2.06615 -3.90343 5.30264 0.1 0.1 -1.8 0.4483
H -2.10812 -4.76118 3.67593 0.1 1.7 0.4 0.1680
H -3.14479 -2.23864 2.85423 -0.8 -0.9 1.3 0.2251
H -3.43399 -2.02065 4.71760 0.1 -1.3 -1.7 0.3612
O -0.80213 7.58607 -4.42387 -0.6 0.4 0.1 -0.4399
P -0.96249 8.78201 -3.47935 0.0 0.1 0.1 0.9374
O -1.48414 9.99488 -4.25808 0.5 -0.4 -0.2 -0.5363
O 0.39593 9.12362 -2.85650 -0.5 0.2 0.1 -0.4990
O -1.95884 8.42418 -2.37075 0.5 -0.3 -0.1 -0.4557